# 1
The following is a DFT calculation (wB97M-V/def2-TZVPD) of a structure of composition C29H34ClI2N4O2PbS2.

As for the charge: +1. The gap between HOMO and LUMO comes out at 7.6 eV.

Geometry as XYZ:
```
75
Properties=species:S:1:pos:R:3:forces:R:3:lowdin_charge:R:1
Pb 1.39464 -0.14702 -0.22959 0.1 0.0 -0.1 1.37
Cl -3.67348 4.48555 -3.03784 0.0 0.0 0.0 0.69
C -2.20272 3.69182 -2.55204 0.0 0.0 0.0 -0.67
C -1.22970 4.40905 -1.84959 0.0 0.0 0.0 -0.08
C -0.08521 3.78071 -1.42724 0.0 0.0 0.0 0.00
C 0.12974 2.40040 -1.64176 -0.1 0.0 0.0 -0.38
O 1.19619 1.85042 -1.12244 0.0 0.0 0.0 -0.27
C -0.84383 1.70474 -2.40463 0.0 0.0 0.0 -0.14
C -0.71705 0.31737 -2.78729 0.0 0.1 0.0 -0.06
N 0.03776 -0.54626 -2.21771 0.0 0.0 0.0 -0.03
C 0.07748 -1.87184 -2.70302 -0.1 0.0 0.0 -0.23
C -1.04609 -2.58468 -3.02558 0.0 0.0 0.0 -0.01
C -0.94594 -3.90932 -3.49967 0.0 0.0 0.0 -0.05
C 0.27429 -4.50141 -3.64080 0.0 0.0 0.0 -0.02
C 1.45161 -3.79690 -3.29386 0.0 0.0 0.0 -0.16
C 2.74255 -4.36206 -3.40309 0.0 0.0 0.0 0.00
C 3.82996 -3.62834 -3.03269 0.0 0.0 0.0 -0.04
C 3.62954 -2.32491 -2.53236 0.0 0.0 0.0 -0.15
N 2.45194 -1.76129 -2.41569 0.0 0.0 0.1 0.05
C 1.36082 -2.47731 -2.80408 0.0 -0.1 0.0 -0.22
C -1.99184 2.37471 -2.86197 0.0 0.0 0.0 -0.06
H -1.38528 5.46050 -1.64729 0.0 0.0 0.0 0.11
H 0.67805 4.32584 -0.88764 0.0 0.0 0.0 0.13
H -1.32024 0.00138 -3.64332 0.0 0.0 0.0 0.15
H -2.02127 -2.12790 -2.90617 0.0 0.0 0.0 0.12
H -1.84831 -4.45007 -3.74950 0.0 0.0 0.0 0.11
H 0.36015 -5.51548 -4.00937 0.0 0.0 0.0 0.12
H 2.84959 -5.37227 -3.77793 0.0 0.0 0.0 0.13
H 4.83258 -4.02453 -3.10539 0.0 0.0 0.0 0.11
H 4.48074 -1.73588 -2.21060 0.0 0.0 0.0 0.10
H -2.72396 1.83347 -3.44965 0.0 0.0 0.0 0.12
I 0.22622 -2.22345 2.91274 0.0 0.0 0.0 0.79
C 1.45692 -3.90818 2.49928 0.0 0.0 0.0 -1.16
I 2.30516 -3.93911 0.55245 0.0 0.0 0.0 0.78
H 0.84770 -4.79836 2.59056 0.0 0.0 0.0 -0.04
H 2.27162 -3.92066 3.21176 0.0 0.0 0.0 -0.04
N -5.39817 2.61561 -0.43248 0.0 0.0 0.0 0.12
C -5.14783 1.48777 0.24176 0.0 0.1 0.1 -0.85
S -6.28169 0.58391 1.00805 0.0 0.0 0.0 0.71
C -3.70574 1.11829 0.32633 0.0 -0.1 0.0 -0.25
C -2.74287 2.05187 0.67839 0.0 0.0 0.0 0.01
C -1.42409 1.64274 0.77830 0.0 0.0 0.0 -0.16
N -1.03050 0.39521 0.52587 0.0 0.0 0.0 -0.05
C -1.96464 -0.50628 0.20345 0.0 0.0 0.0 -0.16
C -3.30436 -0.19642 0.10341 0.0 0.0 0.0 -0.01
H -6.35225 2.93258 -0.50346 0.0 0.0 0.0 0.11
H -4.69263 3.09377 -0.97271 0.0 0.0 0.0 0.05
H -2.99968 3.07982 0.89655 0.0 0.0 0.0 0.13
H -0.65521 2.34552 1.06370 0.0 0.0 0.0 0.10
H -1.61634 -1.51662 0.01740 0.0 0.0 0.0 0.10
H -4.03725 -0.95544 -0.13195 0.0 0.0 0.0 0.11
C -3.37715 0.12281 4.06191 0.0 0.0 0.0 -0.38
S -1.60262 0.42119 3.95753 0.0 0.0 0.0 0.62
C -1.17117 0.16569 5.68715 0.0 0.0 0.0 -0.42
H -3.57692 -0.87966 4.43739 0.0 0.0 0.0 0.05
H -3.80062 0.21208 3.06307 0.0 0.0 0.0 0.00
H -3.84714 0.86054 4.71006 0.0 0.0 0.0 0.05
H -1.67533 0.89418 6.31964 0.0 0.0 0.0 0.04
H -0.09501 0.29791 5.78359 0.0 0.0 0.0 0.03
H -1.43209 -0.84338 6.00383 0.0 0.0 0.0 0.04
C 1.69535 2.23728 2.40589 0.0 0.0 0.0 -0.08
C 3.17253 1.93511 2.38962 0.0 0.0 0.0 -0.26
O 3.45291 1.11659 1.25901 0.0 0.0 0.1 -0.31
C 4.82381 0.74576 1.18075 0.0 0.0 0.0 -0.26
C 5.00645 -0.14791 -0.02303 0.0 0.0 0.0 -0.09
H 1.44402 2.90441 3.23035 0.0 0.0 0.0 0.09
H 1.10229 1.32570 2.53230 0.0 0.0 0.0 0.04
H 1.41822 2.72513 1.46925 0.0 0.0 0.0 0.06
H 3.48230 1.40974 3.30023 0.0 0.0 0.0 0.13
H 3.75671 2.85930 2.31944 0.0 0.0 0.0 0.13
H 5.11162 0.22583 2.10178 0.0 0.0 0.0 0.13
H 5.43900 1.64824 1.09682 0.0 0.0 0.0 0.13
H 4.46006 -1.08676 0.09934 0.0 0.0 0.0 0.04
H 6.06067 -0.38892 -0.15994 0.0 0.0 0.0 0.09
H 4.65500 0.35812 -0.92558 0.0 0.0 0.0 0.08
```
Positions in Å, forces in eV/Å.

=====

# 2
The following is a DFT calculation (wB97M-V/def2-TZVPD) of a structure of composition C29H34CrN3O5SSi2 in a non-equilibrium geometry.

The multiplicity is 5. As for the charge: -1. The gap between HOMO and LUMO (alpha / beta) comes out at 5.9 / 6.4 eV.

Geometry as XYZ:
```
75
Properties=species:S:1:pos:R:3:forces:R:3:mulliken_spin:R:1
Cr -0.83181 0.46346 0.92941 0.1 0.0 -0.3 3.11
O -4.14210 -1.67781 2.15195 -0.1 -0.1 0.0 0.04
C -3.09998 -0.82936 1.99538 0.0 -0.1 0.0 0.09
O -2.34837 -0.96896 0.99907 -0.2 0.0 0.2 0.10
C -2.90419 0.15682 2.98113 0.0 0.0 0.0 0.30
C -3.68955 0.30825 4.15432 0.0 0.0 0.0 0.07
C -3.33013 1.24037 5.07339 0.0 0.0 0.1 0.05
C -2.16996 2.03226 4.85323 -0.1 0.0 0.1 0.24
C -1.46390 1.84401 3.68147 0.0 0.0 0.1 0.01
N -1.81082 0.96712 2.74922 0.1 0.1 0.0 0.11
C -0.22125 2.63473 3.36587 0.0 -0.3 0.0 -0.08
O 0.45380 3.11684 4.42838 0.0 0.1 0.3 0.01
O 0.17981 2.81496 2.25918 0.0 0.2 -0.3 -0.01
H -4.09712 -2.27495 1.39204 0.0 0.0 0.0 0.00
H -4.55107 -0.32859 4.29937 0.0 0.0 0.0 0.01
H -3.91258 1.37413 5.97617 0.0 0.0 0.0 0.01
H -1.90271 2.79984 5.56645 0.0 0.0 0.0 0.01
H 0.07871 2.73982 5.23453 0.0 0.0 0.0 0.00
C 3.00515 -1.91192 3.37132 0.0 0.0 0.0 0.00
Si 1.21314 -1.71770 2.82486 0.0 0.0 0.0 0.01
C 0.64943 -3.34881 2.07053 0.0 0.0 0.0 0.00
C 0.17652 -1.41017 4.36309 0.0 0.0 0.0 0.00
N 0.99165 -0.39385 1.76615 0.3 0.0 -0.1 0.02
C 1.64716 -0.27457 0.54901 0.6 0.0 0.1 0.05
C 2.50794 -0.99342 -0.20609 -0.1 0.1 0.0 -0.07
C 2.22522 -0.99600 -1.69342 0.0 0.0 0.0 0.03
C 1.15820 0.55023 -2.92139 0.1 0.0 0.0 -0.05
C 0.53667 1.77107 -2.28779 0.2 -0.2 0.9 0.29
C -0.34735 1.37381 -1.27004 -1.1 0.8 -1.3 -0.14
N -1.37449 1.89072 -0.50770 0.2 -0.2 -0.2 0.01
Si -2.14706 3.39059 -0.62887 0.1 0.2 0.1 0.01
C -3.31104 3.56219 0.83544 0.0 0.0 0.0 0.00
C -3.17448 3.52201 -2.20569 0.0 0.0 0.0 0.00
C -0.97160 4.86522 -0.63427 0.0 0.0 0.0 0.00
H 3.10058 -2.67253 4.15336 0.0 0.0 0.0 0.00
H 3.38451 -0.96464 3.76478 0.0 0.0 0.0 0.00
H 3.64701 -2.20380 2.53575 0.0 0.0 0.0 0.00
H 0.79564 -4.19363 2.75153 0.0 0.0 0.0 0.00
H 1.19796 -3.55324 1.14670 0.0 0.0 0.0 0.00
H -0.41287 -3.28930 1.81466 0.0 0.0 0.0 0.00
H 0.32962 -2.20656 5.09900 0.0 0.0 0.0 0.00
H -0.88944 -1.37551 4.12566 0.0 0.0 0.0 0.00
H 0.44583 -0.45831 4.83125 0.0 0.0 0.0 0.00
H 3.04109 -1.85266 0.19128 0.0 0.0 0.0 0.00
H 2.54514 -1.97651 -2.04596 0.0 0.0 0.0 0.00
H 0.83876 0.50784 -3.96576 0.0 0.0 0.0 0.02
H 0.62846 2.76558 -2.70532 0.0 0.0 0.0 0.01
H -3.93754 2.67107 0.93805 0.0 0.0 0.0 0.00
H -3.96761 4.43059 0.72099 0.0 0.0 0.0 0.00
H -2.74886 3.68385 1.76350 0.0 0.0 0.0 0.01
H -3.95226 2.75354 -2.22227 0.0 0.0 0.0 0.00
H -2.54122 3.36853 -3.08505 0.0 0.0 0.0 0.00
H -3.65369 4.50213 -2.30085 0.0 0.0 0.0 0.00
H -0.32438 4.82685 0.24568 0.0 0.0 0.0 0.00
H -1.51187 5.81793 -0.63011 0.0 0.0 0.0 0.00
H -0.32894 4.85124 -1.51997 0.0 0.0 0.0 0.00
C 3.60725 -4.78759 -6.89347 -0.1 0.0 0.0 0.00
C 3.23378 -3.94490 -5.69395 0.4 0.1 0.0 0.00
O 3.30717 -4.34703 -4.56397 -0.2 -0.1 0.0 0.00
S 2.75688 -2.29207 -6.13261 -0.2 0.0 0.0 0.00
C 2.20039 -1.63844 -4.57190 0.0 0.0 0.0 0.00
C 0.90487 -2.19051 -4.09213 0.0 0.0 0.0 -0.01
C 0.21705 -1.80166 -3.01232 0.0 0.0 0.0 0.00
C 0.70582 -0.71804 -2.10736 0.1 0.2 0.0 -0.01
C 2.64181 0.07084 -2.77282 0.0 0.0 0.0 0.02
C 2.97399 -0.67891 -4.03514 0.0 0.0 0.0 0.00
C -0.12511 -0.08287 -1.01423 0.3 -0.2 -0.2 -0.18
C 0.73875 0.62476 -0.15798 -0.4 -1.0 0.7 -0.07
H 4.41942 -5.45630 -6.61448 0.0 0.0 0.0 0.00
H 3.89276 -4.17726 -7.74933 0.0 0.0 0.0 0.00
H 2.74030 -5.38949 -7.17052 0.0 0.0 0.0 0.00
H 0.50709 -2.99439 -4.69921 0.0 0.0 0.0 0.00
H -0.71920 -2.29942 -2.77835 0.0 0.0 0.0 0.00
H 3.39917 0.80625 -2.50266 0.0 0.0 0.0 0.00
H 3.89006 -0.42774 -4.56018 0.0 0.0 0.0 0.00
```
Positions in Å, forces in eV/Å.

=====

# 3
The following is a DFT calculation (wB97M-V/def2-TZVPD) of a structure of composition C29H34CrN4S3Sb2 in a non-equilibrium geometry.

The multiplicity is 4. As for the charge: +1. The gap between HOMO and LUMO (alpha / beta) comes out at 6.5 / 6.3 eV.

Geometry as XYZ:
```
73
Properties=species:S:1:pos:R:3:forces:R:3:mulliken_spin:R:1
Cr 0.24919 -0.79335 -1.58279 -0.9 0.3 -0.5 3.32
C -0.69134 -6.00149 -0.65423 0.2 0.2 0.1 0.00
S 0.93586 -5.31595 -0.24331 0.0 -0.1 -0.1 -0.01
C 0.84786 -3.65901 -0.74632 -0.2 0.4 -0.3 0.01
S -0.45003 -3.03417 -1.71164 0.0 -0.3 0.1 -0.06
N 1.86017 -2.93764 -0.33884 0.4 -0.7 0.5 0.00
N 1.80262 -1.64097 -0.69166 1.1 -0.1 0.2 -0.06
C 2.84580 -0.90516 -0.48063 -0.3 -0.7 0.0 0.07
C 2.75120 0.45248 -0.95859 -0.1 0.8 -0.2 0.03
C 3.83133 1.33206 -0.99265 -0.1 -0.5 0.2 0.01
C 3.66713 2.58638 -1.54429 -0.2 0.2 -0.1 0.01
C 2.41837 2.93979 -2.04440 0.3 0.0 0.1 0.01
C 1.38585 2.02785 -1.95665 -0.3 -0.1 0.1 0.04
N 1.53158 0.80649 -1.43373 0.6 0.5 0.1 -0.11
H -0.54037 -7.04178 -0.92904 0.0 0.0 0.0 0.00
H -1.32892 -5.93852 0.22418 -0.1 0.0 -0.1 0.00
H -1.12590 -5.45261 -1.48217 -0.1 -0.1 -0.1 0.00
H 3.73815 -1.32293 -0.03012 0.0 0.0 0.0 0.00
H 4.78475 1.00430 -0.60115 0.0 0.0 0.0 0.00
H 4.49801 3.27722 -1.58171 0.0 0.0 0.0 0.00
H 2.24372 3.90249 -2.50169 0.0 0.0 0.0 0.00
H 0.39519 2.27594 -2.31513 0.0 -0.1 0.0 0.00
S -1.99375 1.58539 -4.59577 0.2 -0.2 0.3 0.01
C -2.83657 1.85224 -3.13068 0.0 0.1 -0.2 -0.02
C -2.33918 1.11374 -2.09776 -0.1 0.0 0.1 0.03
C -1.23562 0.28567 -2.45165 -0.1 0.2 -0.5 -0.17
C -0.94389 0.46179 -3.79177 -0.4 0.3 0.1 0.03
C 0.19302 -0.18614 -4.39779 0.3 -0.1 -0.1 0.02
C 0.57649 -0.07858 -5.73577 -0.1 0.0 0.2 0.00
C 1.68401 -0.77089 -6.17702 0.0 -0.1 0.1 0.01
C 2.38604 -1.57380 -5.28080 0.0 0.0 -0.1 0.01
C 1.96457 -1.62179 -3.97110 0.1 0.0 0.1 0.03
N 0.90990 -0.93155 -3.52558 0.1 0.1 -0.5 -0.10
H -3.65495 2.55515 -3.11955 0.0 0.0 0.0 0.00
H -2.75827 1.17807 -1.10047 0.0 0.0 0.0 0.01
H -0.01069 0.54186 -6.39860 0.0 0.0 -0.1 0.00
H 1.99913 -0.70174 -7.20918 0.0 0.0 0.0 0.00
H 3.24041 -2.15393 -5.59572 0.0 0.0 0.0 0.00
H 2.48535 -2.23118 -3.24216 0.0 0.0 0.0 0.00
C 1.83322 2.56895 2.90009 -0.2 0.0 -0.1 0.00
Sb 0.08064 2.83000 1.65641 0.3 0.2 0.3 0.00
C 0.19096 4.99383 1.65715 -0.1 -0.3 -0.1 0.00
C -1.26783 2.72961 3.36061 0.0 -0.1 -0.5 0.00
C -1.32283 1.38978 4.02075 -0.2 -0.3 -0.1 0.00
C -0.74816 1.28129 5.28954 0.0 0.0 -0.1 0.00
C -0.83358 0.12491 6.04166 0.0 0.0 0.1 0.00
C -1.54244 -0.95545 5.54562 0.0 -0.1 0.1 0.00
C -2.10123 -0.87800 4.28488 0.0 0.1 -0.1 0.00
C -1.97101 0.25412 3.47413 0.2 0.1 0.4 0.00
C -2.54729 0.15728 2.09674 0.4 0.4 -0.1 -0.02
Sb -1.32997 -0.97226 0.62121 -1.1 -0.6 0.9 -0.09
C -0.79637 -2.56815 1.96590 0.1 0.3 -0.2 0.00
C -3.14636 -1.85224 -0.16282 0.2 0.3 -0.1 0.01
H 1.80369 3.29659 3.71009 0.0 0.0 0.0 0.00
H 2.74012 2.72139 2.31810 0.0 0.0 0.0 0.00
H 1.83802 1.56341 3.31965 0.0 0.0 0.0 0.00
H 0.05823 5.35513 2.67532 0.0 0.0 0.0 0.00
H -0.59592 5.40190 1.02497 0.0 0.0 0.0 0.00
H 1.15770 5.32107 1.27830 0.0 0.0 0.0 0.00
H -2.24920 3.04905 3.00624 0.0 0.0 0.0 0.00
H -0.89308 3.47469 4.06080 -0.1 0.0 0.0 0.00
H -0.23834 2.14435 5.70122 0.0 0.0 0.0 0.00
H -0.37425 0.07465 7.01977 0.0 0.0 0.0 0.00
H -1.65532 -1.85559 6.13496 0.0 0.0 0.0 0.00
H -2.66677 -1.71865 3.90036 0.0 0.0 0.0 0.00
H -2.79438 1.12471 1.66268 0.0 0.0 -0.1 0.00
H -3.44302 -0.46136 2.11723 0.0 0.0 -0.1 0.00
H -1.68816 -3.15023 2.19237 0.0 0.0 0.0 0.00
H -0.40655 -2.12912 2.88095 0.0 0.0 0.0 0.00
H -0.03874 -3.21045 1.53044 0.0 0.0 0.0 0.00
H -3.53017 -2.56897 0.56221 0.0 0.0 0.0 0.00
H -2.95249 -2.35401 -1.10358 0.0 0.0 0.0 0.00
H -3.88533 -1.06793 -0.32603 0.0 0.0 0.1 0.00
```
Positions in Å, forces in eV/Å.

=====

Calculated values (eV) of energy above the lowest of the compared OMol25 structures with the same formula, charge and spin for the records, taken in order: 0.033 6.982 0.717.
Calculated values (a.u.) of E_tot for the records, taken in order: -3539.65585 -3687.53942 -4063.81401.